Computed, not measured: a structure of composition C13H17MgNS at a distorted geometry, with the ωB97M-V functional and the def2-TZVPD basis.

The geometry in XYZ format:
```
33
Properties=species:S:1:pos:R:3:forces:R:3:lowdin_charge:R:1
S 0.752 2.884 0.178 0.464 0.363 -0.585 0.63
Mg 1.217 1.160 -1.581 -0.792 3.110 5.262 0.50
N 0.684 0.234 0.202 -0.101 0.680 0.956 -0.04
C 1.206 -0.425 -2.638 -1.283 -2.645 -2.424 -0.29
C 0.099 0.013 2.909 0.087 0.343 -0.360 -0.07
C 0.202 -1.130 2.111 0.125 -0.211 -0.846 -0.07
C 0.505 -0.976 0.755 -0.043 0.539 0.813 -0.12
C 1.526 0.750 -3.405 1.372 0.096 -2.336 -0.27
C -0.965 0.329 -3.140 -1.916 -1.184 -2.263 -0.15
C -1.024 -1.868 -2.436 0.171 -0.510 0.109 -0.19
C 0.558 1.379 0.961 -0.116 -1.556 0.683 -0.78
C 0.285 1.265 2.343 -0.070 -0.148 -0.228 -0.10
C -2.042 -0.736 -2.834 2.156 0.721 2.726 -0.13
C 0.410 -1.659 -3.033 -0.174 -1.084 0.077 -0.22
C 0.640 2.014 -3.565 -1.111 -0.158 -0.689 -0.23
C -0.806 1.751 -2.904 0.932 1.314 0.052 -0.21
H -2.604 -0.446 -1.934 0.115 -0.110 -0.080 0.10
H 0.486 2.222 -4.636 -0.153 0.050 0.336 0.12
H 1.987 -0.718 -1.892 -0.126 -0.271 -0.350 0.10
H 0.618 -1.831 0.087 0.008 0.200 0.199 0.11
H 0.351 -1.728 -4.128 0.075 0.054 0.159 0.12
H -0.127 -0.072 3.966 0.032 -0.025 -0.067 0.11
H 2.532 0.849 -3.821 0.035 0.231 0.334 0.10
H -1.552 2.365 -3.444 0.292 0.002 0.378 0.13
H -2.809 -1.102 -3.508 0.439 0.475 -1.005 0.10
H 0.057 -2.133 2.497 0.013 0.192 0.088 0.10
H 1.094 2.931 -3.129 -0.053 -0.208 -0.315 0.10
H -0.818 2.065 -1.825 -0.336 -0.195 -0.730 0.06
H -0.671 0.103 -4.178 0.143 0.342 0.434 0.12
H 0.224 2.190 2.909 -0.043 -0.268 0.054 0.10
H -1.385 -2.857 -2.742 -0.002 0.032 0.020 0.10
H 1.007 -2.521 -2.712 -0.109 -0.212 -0.090 0.10
H -0.943 -1.891 -1.340 -0.030 0.040 -0.311 0.08
```
Forces are in eV/Å.

Calculated values
total charge	0
M	243.658	g mol⁻¹
total energy	-31521.9708	eV
frontier orbital gap (alpha / beta)	6.96 / 7.00	eV
energy relative to the best compared isomer or geometry (same formula, charge and spin)	91.5	kcal/mol

***

Computed, not measured: an isolated molecule of C10H11BrClNO2, with the ωB97M-V functional and the def2-TZVPD basis.

The geometry in XYZ format:
```
26
Properties=species:S:1:pos:R:3:forces:R:3:lowdin_charge:R:1
Br 5.420 -0.956 -0.084 -0.121 0.111 -0.009 0.74
Cl 0.577 3.189 0.025 -0.108 0.217 0.060 0.74
O -3.988 -0.633 0.162 -0.051 0.057 -0.118 -0.18
O -0.124 0.790 -2.051 -0.105 0.164 -0.270 0.09
N -0.293 -0.539 -0.223 -0.195 -0.225 0.376 0.07
C 4.202 1.578 0.384 0.028 -0.192 -0.057 -0.12
C -4.385 -1.940 0.499 -0.014 -0.030 -0.007 -0.11
C 3.982 0.286 -0.066 0.123 -0.090 0.032 -0.68
C -1.636 -1.001 -0.485 -0.457 0.005 -0.041 -0.15
C 1.894 2.078 -0.026 0.187 -0.266 -0.041 -0.60
C 0.326 0.371 -1.012 0.324 -0.141 0.277 -0.50
C 3.151 2.476 0.407 -0.222 -0.023 -0.064 -0.09
C -2.651 -0.325 0.456 0.278 0.067 -0.101 -0.22
C 1.676 0.780 -0.483 0.034 0.319 -0.089 -0.17
C 2.731 -0.121 -0.498 0.082 0.068 0.052 -0.07
H -2.416 -0.590 1.500 -0.019 0.067 -0.062 0.12
H 3.302 3.483 0.759 -0.011 0.102 0.036 0.11
H -5.465 -1.970 0.371 0.020 -0.105 0.032 0.09
H -4.136 -2.174 1.541 -0.011 -0.010 -0.010 0.09
H -3.929 -2.692 -0.154 -0.025 -0.009 0.032 0.08
H -1.667 -2.088 -0.368 -0.028 0.074 -0.089 0.12
H 0.115 -0.773 0.668 0.107 0.110 -0.124 0.15
H 2.576 -1.127 -0.858 -0.004 -0.076 -0.023 0.12
H -2.571 0.759 0.339 0.125 -0.096 0.071 0.13
H -1.874 -0.739 -1.518 0.000 -0.113 0.114 0.13
H 5.184 1.879 0.715 0.061 0.016 0.023 0.10
```
Forces are in eV/Å.

Calculated values
total charge	0
M	292.560	g mol⁻¹
total energy	-98698.4682	eV
frontier orbital gap	9.81	eV
energy relative to the best compared isomer or geometry (same formula, charge and spin)	1.7	kcal/mol

***

Computed, not measured: an isolated molecule of C3H4N2OS at a distorted geometry, with the ωB97M-V functional and the def2-TZVPD basis.

The geometry in XYZ format:
```
11
Properties=species:S:1:pos:R:3:forces:R:3:lowdin_charge:R:1
S -2.017 0.046 0.022 -1.120 -0.331 -0.116 0.86
O 1.547 -1.316 -0.006 -1.054 -0.757 0.277 -0.08
N 0.180 -1.525 -0.058 -0.201 0.454 -0.406 0.08
N 1.827 -0.030 0.090 -0.802 1.239 -0.270 0.10
C 0.683 0.628 0.044 1.672 -0.443 0.046 -0.36
C 0.685 2.109 -0.018 0.463 0.500 -1.339 -0.04
C -0.365 -0.326 -0.081 2.354 -0.521 0.794 -0.72
H -0.201 2.418 -0.573 -0.158 0.234 0.241 0.07
H -2.281 -1.263 0.148 -0.487 0.045 -0.020 -0.10
H 0.765 2.666 0.915 -0.106 -0.332 0.044 0.09
H 1.537 2.395 -0.686 -0.559 -0.087 0.748 0.10
```
Forces are in eV/Å.

Calculated values
total charge	0
M	116.145	g mol⁻¹
total energy	-19036.1906	eV
frontier orbital gap	10.21	eV
energy relative to the best compared isomer or geometry (same formula, charge and spin)	65.9	kcal/mol

***

Computed, not measured: a cluster of 2 separate species, C3H7NO2 in total, with the ωB97M-V functional and the def2-TZVPD basis.

The geometry in XYZ format:
```
13
Properties=species:S:1:pos:R:3:forces:R:3:lowdin_charge:R:1
O -3.181 -1.574 -1.831 0.215 0.156 0.097 -0.02
O 1.020 0.539 -0.627 -0.224 -0.064 0.251 -0.17
N -2.367 -0.378 -0.056 -0.173 -0.128 -0.059 0.09
C -2.303 -0.929 -1.289 -0.106 -0.024 -0.054 -0.45
C 2.419 0.883 -0.697 0.269 0.054 0.013 -0.04
C 0.480 0.074 0.443 0.400 0.144 -0.009 0.07
H 2.901 0.209 -1.406 -0.067 0.096 0.065 0.10
H -1.336 -0.707 -1.789 -0.198 -0.068 0.045 0.12
H -3.143 -0.646 0.530 -0.007 0.062 -0.068 0.10
H -1.484 -0.072 0.361 -0.192 -0.180 -0.086 -0.01
H 2.471 1.912 -1.054 0.060 -0.136 0.026 0.10
H 2.857 0.790 0.301 0.005 0.012 -0.172 0.09
H 1.281 -0.056 1.215 0.018 0.076 -0.048 0.03
```
Forces are in eV/Å.

Calculated values
total charge	0
M	89.094	g mol⁻¹
total energy	-8806.4464	eV
frontier orbital gap	9.15	eV
energy relative to the best compared isomer or geometry (same formula, charge and spin)	94.1	kcal/mol

***

Computed, not measured: a structure of composition C16H18N4O6S5Zn, with the ωB97M-V functional and the def2-TZVPD basis.

The geometry in XYZ format:
```
50
Properties=species:S:1:pos:R:3:forces:R:3:lowdin_charge:R:1
Zn 0.105 0.143 1.083 -0.030 0.094 -0.042 0.76
S 5.571 -0.969 1.235 0.013 -0.005 -0.007 0.92
S 3.143 -3.860 3.370 0.001 -0.023 0.021 0.82
S 5.954 -2.794 3.429 -0.009 -0.006 0.001 0.92
S 2.704 -1.686 0.779 -0.009 0.009 0.000 0.82
S 8.244 -1.120 2.531 -0.003 -0.006 -0.006 0.55
O -0.204 -0.533 -0.929 0.093 -0.120 0.119 0.02
O -4.069 3.964 0.225 -0.010 0.009 -0.021 0.14
O -1.864 0.212 1.392 0.067 0.070 0.070 -0.06
O -2.753 5.686 -0.296 0.015 -0.003 -0.017 0.11
O -3.636 1.488 0.916 -0.021 0.032 0.106 0.05
O -0.743 -2.414 -1.957 -0.047 -0.024 -0.028 0.16
N 2.067 -0.324 3.088 0.013 0.015 0.003 0.00
N -0.133 2.151 0.638 -0.052 -0.025 0.105 0.11
N -3.239 -1.926 -2.276 0.020 -0.015 0.044 -0.03
N -0.454 4.216 0.047 0.013 -0.014 -0.031 0.19
C -1.483 2.398 0.644 0.014 0.009 0.060 -0.12
C 4.189 -1.938 1.673 0.006 -0.017 0.039 -1.02
C 0.473 3.265 0.278 -0.001 0.017 -0.035 -0.31
C 1.731 -0.626 1.912 -0.032 -0.045 -0.090 -0.69
C -3.815 -1.300 -3.487 0.003 -0.003 0.002 -0.18
C -2.419 1.300 1.033 -0.008 -0.100 -0.292 -0.56
C 3.464 -5.312 2.335 -0.008 0.004 -0.004 -0.38
C -1.050 -1.261 -1.425 -0.066 0.064 -0.035 -0.45
C -2.901 4.536 0.042 -0.020 0.022 0.035 -0.49
C -2.531 -0.894 -1.497 -0.009 -0.004 -0.003 -0.22
C 6.690 -1.603 2.403 -0.005 0.016 0.010 -1.50
C -1.702 3.688 0.262 -0.004 0.000 0.016 -0.07
C -2.966 -0.052 -3.688 -0.005 0.006 0.011 -0.15
C 1.937 3.445 0.112 0.005 -0.012 0.010 0.02
C 4.363 -2.781 2.708 0.016 0.031 -0.028 -1.01
C -2.739 0.425 -2.254 0.028 -0.010 0.006 -0.11
H -2.884 -0.831 -0.467 0.008 -0.003 -0.001 0.15
H -0.308 5.173 -0.239 -0.004 0.000 0.001 0.18
H 2.243 4.452 0.390 0.002 -0.002 0.001 0.09
H -3.627 0.925 -1.866 -0.016 0.000 0.003 0.12
H -1.892 1.099 -2.139 0.003 0.005 -0.001 0.12
H -4.859 -1.020 -3.322 0.000 -0.006 0.002 0.12
H -3.943 -2.392 -1.721 0.000 0.014 -0.001 0.13
H 2.794 -6.093 2.689 -0.002 -0.003 -0.005 0.03
H -2.015 -0.312 -4.160 -0.001 0.001 0.000 0.12
H -3.972 2.998 0.500 0.001 -0.009 0.018 0.07
H 2.228 3.268 -0.925 0.001 0.007 -0.002 0.09
H 3.243 -5.086 1.294 -0.003 0.000 0.000 0.04
H 4.493 -5.647 2.445 0.001 0.004 0.005 0.04
H 2.953 -0.741 3.397 0.002 -0.003 -0.001 0.02
H 2.463 2.729 0.740 -0.006 0.004 0.002 0.09
H -1.620 -2.744 -2.303 0.037 0.021 -0.040 0.12
H -3.460 0.690 -4.313 0.003 0.003 -0.003 0.12
H -3.773 -1.989 -4.330 0.006 -0.002 0.000 0.11
```
Forces are in eV/Å.

Calculated values
total charge	0
M	588.067	g mol⁻¹
total energy	-137726.9475	eV
frontier orbital gap	8.12	eV
energy relative to the best compared isomer or geometry (same formula, charge and spin)	0.0	kcal/mol

***

Computed, not measured: the ion C6H11N with charge -1 at a distorted geometry, with the ωB97M-V functional and the def2-TZVPD basis.

The geometry in XYZ format:
```
18
Properties=species:S:1:pos:R:3:forces:R:3:lowdin_charge:R:1
N -1.150 0.462 -1.209 1.309 -0.591 -0.610 0.04
C 3.277 0.187 -0.499 -1.219 1.132 -1.018 -0.19
C -1.464 -0.473 1.036 -1.388 0.279 -0.391 -0.24
C 1.781 0.567 -0.457 1.540 -0.799 -0.293 -0.28
C -2.959 -0.528 0.980 -0.332 0.938 0.271 -0.21
C -0.652 -0.031 0.022 2.218 -0.927 0.965 -0.43
C 0.812 -0.188 0.183 -1.911 0.386 -0.920 -0.19
H 3.475 -0.701 0.069 0.211 -0.638 0.164 0.03
H -3.341 -0.594 2.070 0.034 0.305 -1.857 0.07
H -3.357 0.343 0.385 0.008 -0.371 1.103 0.05
H -0.362 0.497 -1.886 -1.102 0.497 0.689 0.07
H 1.131 -0.998 0.829 -0.073 -0.081 0.225 0.06
H 1.605 1.520 -0.903 -0.531 0.648 -0.327 0.03
H -1.102 -1.027 1.865 0.997 -0.095 0.602 0.04
H 3.814 1.015 -0.057 0.618 0.175 0.310 0.03
H 3.692 0.117 -1.552 -0.348 -0.341 0.844 0.05
H -1.847 1.185 -1.261 0.217 0.233 0.151 0.05
H -3.352 -1.352 0.385 -0.247 -0.751 0.092 0.03
```
Forces are in eV/Å.

Calculated values
total charge	-1
M	97.161	g mol⁻¹
total energy	-7887.8680	eV
spin multiplicity	2
frontier orbital gap (alpha / beta)	3.64 / 6.56	eV
energy relative to the best compared isomer or geometry (same formula, charge and spin)	13.8	kcal/mol